No. 1
127
Properties=species:S:1:pos:R:3:forces:R:3:mulliken_charge:R:1 method="wB97M-V/def2-TZVPD" homo_lumo_gap_ha=0.35440 total_charge=0 homo_energy_ev=-10.08
C -1.73290 -5.55242 3.54713 -0.181 -0.007 -1.191 -0.180
Cl -0.75749 -5.49281 4.95217 0.942 -0.282 0.755 -0.094
Cl -0.84955 -5.07037 2.03699 0.001 -0.514 0.549 -0.112
Cl -3.04345 -4.44313 3.72206 -1.043 0.341 0.081 -0.093
H -2.12245 -6.56304 3.42466 0.213 0.226 -0.190 0.416
C 3.49328 4.23297 2.16196 -0.067 1.682 1.825 -1.538
C 2.79291 3.23779 1.32388 0.218 0.250 -0.734 0.951
C 1.51093 3.75727 0.60484 0.779 -1.353 -0.260 0.164
O 1.89589 3.55454 -0.78311 -4.408 1.281 -0.255 -0.334
C 3.05682 3.11290 -0.98777 4.472 0.256 -0.396 0.414
O 3.60324 2.99090 -2.08086 -1.019 -0.495 2.127 -0.664
O 3.71116 3.05242 0.23518 -0.027 -1.023 -1.815 -0.227
H 3.24608 5.26040 1.89477 0.119 0.036 -0.642 0.424
H 4.58006 4.15095 2.14511 -0.129 -0.332 -0.076 0.340
H 3.16850 4.26408 3.20198 -0.028 -0.589 0.170 0.350
H 2.67124 2.26752 1.80539 -0.258 0.062 -0.009 0.157
H 1.25063 4.80167 0.77681 0.257 -0.094 -0.065 0.367
H 0.64901 3.10975 0.76582 -0.023 0.163 0.145 -0.392
C -2.77849 2.10240 4.11542 -0.946 1.110 -0.189 -0.822
C -1.65205 2.73914 4.87243 0.241 -2.186 0.541 0.453
C -0.27572 2.02645 4.62686 -1.538 0.545 0.497 0.363
O 0.32796 2.96324 3.77483 1.407 1.057 -0.395 -0.143
C -0.25006 4.18732 3.84957 0.561 2.592 -1.856 0.602
O 0.23322 5.23346 3.36817 -1.556 -3.694 1.670 -0.616
O -1.49217 4.08863 4.39213 1.528 -0.337 0.374 -0.400
H -3.43798 2.96938 4.07658 -0.539 -0.116 -0.716 0.301
H -3.40912 1.36653 4.61434 0.712 -0.392 0.188 0.496
H -2.48016 1.81236 3.10796 -0.215 -0.061 0.137 -0.258
H -1.88888 2.69730 5.93556 0.096 0.694 0.057 0.369
H -0.36413 1.05505 4.14038 -0.139 0.218 -0.241 -0.382
H 0.26709 1.85150 5.55576 0.371 0.409 -0.084 0.073
C -4.81551 4.93513 -1.67873 0.048 0.974 -0.176 -1.458
C -3.71330 4.98151 -0.61439 -0.093 0.238 0.672 0.502
C -4.17921 5.06594 0.83918 -2.012 1.439 -0.287 -0.873
O -3.57768 4.02869 1.55019 1.284 -1.176 -0.740 -0.256
C -2.82301 3.30536 0.64369 1.392 -2.878 2.455 0.218
O -2.10381 2.33245 0.95300 -2.305 3.189 -1.082 -0.029
O -3.03654 3.73764 -0.57155 0.925 -0.907 -1.281 -0.351
H -4.47158 5.35686 -2.62317 0.227 -0.409 -0.085 0.360
H -5.66311 5.57787 -1.44088 0.092 0.191 0.487 0.430
H -5.26948 3.95886 -1.84868 0.489 -0.202 0.190 0.305
H -2.94268 5.74375 -0.72943 -0.184 0.091 -0.778 0.367
H -5.26432 4.98225 0.77901 -0.243 -0.531 0.622 0.379
H -4.01497 6.01899 1.34198 0.449 -0.030 -0.156 0.361
C 3.63257 -0.50493 -3.39897 -1.596 0.086 -0.777 -1.085
C 2.33529 -0.18662 -4.30188 2.698 -0.158 2.775 0.841
C 2.61315 1.00210 -5.18612 0.603 0.407 1.672 -0.365
O 2.12127 0.61224 -6.43765 0.035 0.061 -0.026 -0.397
C 1.82425 -0.70884 -6.41883 -0.944 -0.564 -3.720 0.334
O 1.38178 -1.21314 -7.46541 1.414 0.528 4.039 -0.578
O 2.12942 -1.26150 -5.20687 -1.082 0.351 -1.356 0.047
H 3.68936 0.22394 -2.59050 -0.218 -0.010 -0.041 -0.063
H 4.57007 -0.45749 -3.95299 -0.138 -0.153 -0.231 0.580
H 3.48593 -1.49645 -2.97063 0.180 0.016 0.109 -0.022
H 1.55730 -0.06002 -3.54900 -0.663 -0.270 -0.595 0.014
H 3.68882 1.12663 -5.06155 0.313 0.123 -1.369 0.304
H 2.24001 1.95405 -4.80843 -0.701 -0.168 -0.339 0.333
C 1.60995 -4.03177 -2.69034 -0.359 -0.523 -0.936 -1.190
C 1.62612 -4.77138 -4.06171 1.225 -0.611 1.859 0.623
C 2.59574 -4.17371 -5.04018 -0.653 3.090 -1.154 0.203
O 3.43284 -5.17937 -5.58345 -0.560 0.696 -0.146 -0.343
C 3.21239 -6.26068 -4.87197 0.493 -3.520 0.172 0.582
O 3.72548 -7.35328 -5.09067 -1.083 2.466 0.788 -0.603
O 2.29774 -6.02010 -3.88774 0.663 -1.620 0.242 -0.418
H 0.97881 -3.15091 -2.80797 0.064 0.181 0.195 0.211
H 2.60963 -3.75689 -2.35393 0.013 0.042 -0.233 0.264
H 1.18542 -4.68722 -1.92990 -0.162 0.005 -0.062 0.451
H 0.61229 -5.06800 -4.33057 -0.027 0.659 -0.634 0.175
H 3.19805 -3.38911 -4.58224 0.340 -0.413 0.389 0.020
H 2.08674 -3.58047 -5.79984 0.034 -0.602 -0.561 0.063
C -1.35493 -2.02257 -0.54019 0.358 -0.290 0.997 -1.312
C -0.66746 -0.89664 0.30120 -2.351 -0.139 -1.376 1.814
C -0.18746 -1.18062 1.74087 -0.487 -0.590 -1.031 1.009
O 1.17404 -0.76664 1.66051 0.563 0.202 0.486 -0.255
C 1.49366 -0.30059 0.43196 2.201 1.044 0.669 0.495
O 2.58197 0.21348 0.17398 -2.258 -1.147 0.298 -0.597
O 0.47349 -0.42942 -0.38294 0.908 0.116 -0.993 -0.219
H -0.71592 -2.90394 -0.59434 -0.026 -0.190 0.353 0.275
H -1.64169 -1.85601 -1.57852 0.441 1.023 0.002 0.229
H -2.31248 -2.25195 -0.07266 0.362 -0.358 0.283 0.079
H -1.34493 -0.04406 0.25378 -0.181 0.032 0.451 -0.832
H -0.27727 -2.23606 1.99797 0.380 -0.072 -0.060 -0.346
H -0.75209 -0.65040 2.50778 0.234 0.344 -0.170 -0.355
C -5.68032 0.79224 0.71116 -0.030 -0.337 1.383 -0.518
C -4.88489 0.25445 -0.45509 -1.112 -0.677 0.008 -0.195
O -4.17566 -0.89225 0.06478 0.307 -0.758 0.430 -0.154
S -4.57501 -1.30762 1.59264 0.153 0.199 0.367 0.874
O -3.40214 -1.70934 2.36882 -2.099 1.569 -1.747 -0.099
O -5.70562 -2.25401 1.61739 1.946 2.821 -0.309 -0.630
O -4.93847 0.36287 1.85269 0.252 -2.541 1.280 -0.302
H -6.65326 0.31069 0.80913 -0.265 0.314 -0.403 0.368
H -5.75393 1.87481 0.81473 0.004 -0.098 -0.300 0.186
H -4.23618 1.01633 -0.88732 0.383 -0.571 -0.034 0.267
H -5.62373 -0.17670 -1.13062 0.394 0.405 -0.650 0.291
C -4.28175 -2.77091 -4.51299 -0.733 -0.241 -0.094 -0.177
C -4.31618 -1.91720 -5.81303 0.862 -0.403 1.231 -0.322
O -3.15572 -1.13226 -5.63000 2.890 1.229 0.520 -0.433
S -1.80442 -1.98152 -5.02786 -1.614 -1.468 -2.613 1.200
O -0.92231 -1.18605 -4.19576 -2.250 -1.042 -0.692 -0.350
O -1.16574 -2.71067 -6.14982 -1.951 1.450 3.080 -0.571
O -2.92585 -2.99063 -4.16222 2.729 0.500 -0.792 -0.370
H -4.84285 -3.70161 -4.59718 0.597 -0.406 -0.443 0.315
H -4.72057 -2.34880 -3.60891 -0.213 0.925 -0.363 0.102
H -5.17521 -1.24704 -5.84601 0.150 -0.036 0.012 0.273
H -4.17486 -2.43037 -6.76423 -0.423 -0.549 0.239 0.302
C -0.46347 -1.89544 7.87096 -1.756 0.148 1.292 -0.328
C 0.39472 -0.77493 7.51452 2.276 2.854 1.182 -0.334
O 0.64249 -0.79908 6.16417 -0.324 -1.477 -3.723 -0.270
S 0.13379 -2.20834 5.52608 1.110 -1.256 -2.497 1.265
O 1.24742 -2.92494 4.82785 -3.531 2.407 2.294 -0.590
O -1.15008 -1.97107 4.86367 2.391 -0.320 0.975 -0.467
O -0.14395 -2.86945 6.96371 1.240 -2.182 -2.204 -0.307
H -1.50906 -1.65636 7.67681 -0.276 0.151 0.753 0.288
H -0.23287 -2.29082 8.86020 -0.460 0.177 0.006 0.280
H 1.41225 -0.83531 7.90063 -0.187 -0.098 1.007 0.298
H 0.02722 0.24292 7.64496 -0.384 -0.219 0.918 0.236
C 5.76743 0.57699 -0.65925 -0.867 -0.648 0.884 0.291
C 6.13539 1.32014 0.62891 -2.809 2.331 -1.617 0.003
O 7.25968 0.79711 1.14444 3.925 -3.269 0.624 -0.393
S 8.07651 -0.17153 0.04750 1.475 0.592 -1.738 1.063
O 7.93682 -1.60738 0.27009 -0.141 2.687 0.195 -0.527
O 9.45681 0.34598 -0.22119 -4.367 -1.141 0.975 -0.543
O 7.03523 0.29203 -1.18736 2.600 -0.740 0.289 -0.408
H 5.15841 1.13282 -1.37216 0.502 0.439 0.166 -0.083
H 5.24245 -0.36657 -0.51023 -0.096 -0.093 0.414 0.127
H 5.35554 1.40234 1.38599 -0.029 -0.463 -0.128 0.137
H 6.37437 2.33534 0.31211 -0.171 0.331 0.011 0.304

=====

No. 2
31
Properties=species:S:1:pos:R:3:forces:R:3:mulliken_charge:R:1 method="wB97M-V/def2-TZVPD" homo_lumo_gap_ha=0.35633 total_charge=+2 homo_energy_ev=-16.07
C -0.29971 0.41263 0.18142 -0.819 -1.030 1.394 -0.097
C 2.95809 1.93435 0.60118 -1.292 -1.196 1.498 -1.605
C 1.18232 3.39137 1.52695 -0.339 1.977 -1.369 -1.014
C -0.13284 -3.35056 0.00701 -0.622 -1.344 -1.117 -0.703
C -3.24251 -1.94956 -2.63683 0.545 -2.013 2.226 -0.700
C 1.45950 2.29481 0.53529 1.303 -1.134 0.392 0.159
N -1.13684 -2.88140 -1.01362 0.718 0.644 -0.461 -0.021
N 0.66008 1.08905 0.78608 -0.813 -0.230 -1.125 -0.027
N -1.66442 -1.74371 -0.82992 -0.204 -0.047 1.516 0.176
N 0.96924 0.43183 2.03192 -1.773 1.350 -0.688 -0.086
N -2.58296 -1.22386 -1.52517 -0.696 -1.447 -0.203 -0.132
O -0.90682 0.75503 -0.91820 0.815 0.287 0.203 -0.330
H 3.42097 2.73063 0.12852 1.433 1.635 -0.491 0.502
H 3.28245 1.83346 1.68663 -0.103 0.195 -1.414 0.443
H 3.20704 1.05970 0.02161 0.072 -0.499 -0.073 0.389
H 0.58705 2.98333 2.33638 0.060 0.617 0.599 0.282
H 0.59553 4.21892 1.01285 0.385 -1.054 0.938 0.330
H 2.15258 3.86991 1.78605 -0.894 -0.428 0.494 0.344
H 0.92865 -3.25770 -0.24645 -0.388 -0.003 -0.769 0.291
H -0.27382 -2.73226 0.85643 -0.537 0.194 0.895 0.278
H -0.38617 -4.43368 0.15609 0.372 1.115 0.268 0.323
H -2.36472 -2.15413 -3.24353 -0.793 0.272 -1.439 0.319
H -3.51264 -2.98780 -2.19919 0.075 1.481 -0.637 0.315
H -4.17650 -1.47768 -2.96270 0.862 0.119 -0.422 0.324
H 1.18494 2.52950 -0.46120 -0.104 0.550 -1.040 0.322
H -1.28495 -3.37432 -1.88559 -0.012 -0.487 -0.002 0.210
H 1.78896 -0.13513 1.85421 0.390 -0.353 0.802 0.360
H 0.05214 -0.08500 2.23202 1.485 0.233 -0.139 0.441
H 1.07763 1.27755 2.61265 0.587 -0.945 0.997 0.300
H -0.51715 1.46039 -1.42984 0.338 1.074 -0.539 0.316
H -3.02513 -0.48566 -1.00103 -0.053 0.466 -0.297 0.291